{
  "formula": "C18H27N4O",
  "method": "ωB97M-V with the def2-TZVPD basis set",
  "symbols": ["C", "O", "C", "C", "C", "C", "C", "N", "C", "C", "C", "C", "H", "H", "H", "H", "H", "H", "H", "H", "H", "H", "H", "H", "H", "H", "C", "C", "N", "C", "C", "C", "C", "C", "N", "C", "N", "H", "H", "H", "H", "H", "H", "H", "H", "H", "H", "H", "H", "H"],
  "coordinates": [[4.974831, -3.047662, 1.315740], [4.324618, -1.766441, 1.460716], [2.983147, -1.699457, 1.260252], [2.370370, -0.441323, 1.480363], [1.011744, -0.290880, 1.310980], [0.205396, -1.363359, 0.841414], [-1.230285, -1.178529, 0.717916], [-2.100521, -2.040189, 1.228364], [-3.537377, -1.824066, 1.056099], [-1.721928, -3.198296, 2.044103], [0.839557, -2.611368, 0.597315], [2.189776, -2.797134, 0.838897], [6.019847, -2.842666, 1.544849], [4.564540, -3.776563, 2.027954], [4.877296, -3.426109, 0.288966], [3.011840, 0.382239, 1.788651], [0.534055, 0.641459, 1.617539], [-1.665806, -0.250988, 0.326050], [-4.055642, -2.714355, 1.421988], [-3.878275, -0.948669, 1.626190], [-3.771249, -1.664506, -0.003381], [-2.611439, -3.473294, 2.620824], [-1.449092, -4.060029, 1.418698], [-0.895178, -2.974208, 2.729387], [0.256468, -3.459469, 0.236692], [2.648725, -3.776667, 0.679347], [0.413609, 3.592283, 1.995083], [-0.611194, 3.197996, 1.145087], [-0.322812, 3.742914, -0.089537], [-1.060871, 3.508763, -1.345111], [-0.582244, 2.243742, -2.053846], [-1.257100, 2.069588, -3.418085], [-1.230281, 0.549784, -3.662673], [-0.917705, -0.094113, -2.300410], [-0.849302, 1.001474, -1.329614], [0.863033, 4.439008, 0.034843], [1.311098, 4.353355, 1.280104], [0.524902, 3.365238, 3.045000], [-1.485319, 2.598407, 1.338608], [-2.135591, 3.424912, -1.116073], [-0.878237, 4.374721, -2.003197], [0.514428, 2.335723, -2.218652], [-2.294949, 2.424593, -3.379333], [-0.733913, 2.633849, -4.198408], [-2.188485, 0.194647, -4.052337], [-0.441360, 0.305430, -4.381666], [-1.705863, -0.802386, -2.013715], [0.029670, -0.658969, -2.336034], [-0.152661, 0.829444, -0.608900], [1.295740, 4.972114, -0.807035]],
  "forces_ev_per_a": [[-0.13, 0.24, 0.01], [-1.11, -0.27, -0.16], [0.19, -0.12, -0.14], [0.41, -0.46, -0.02], [-0.33, -0.18, -0.17], [0.64, -0.30, 0.11], [-0.82, -1.23, 1.59], [1.39, 1.10, -0.78], [-0.57, 0.19, -0.23], [-0.14, -0.61, 0.16], [-0.33, 0.30, 0.35], [0.42, 0.32, -0.04], [-0.15, -0.15, -0.06], [0.11, 0.21, -0.15], [0.04, 0.14, 0.24], [-0.27, -0.13, 0.06], [0.19, -0.02, -0.33], [0.19, -0.23, -0.11], [0.00, 0.31, -0.24], [0.19, -0.26, -0.07], [0.05, -0.10, 0.30], [0.37, 0.05, -0.04], [-0.14, 0.30, 0.21], [-0.19, 0.13, -0.35], [0.19, 0.28, 0.01], [-0.27, 0.43, -0.01], [-0.53, 0.00, -1.57], [0.79, 0.31, 0.36], [0.06, 0.07, -0.23], [0.34, -0.07, 0.47], [0.72, 0.29, -0.39], [-0.20, -0.15, 0.19], [0.11, 0.05, -0.21], [0.29, -0.30, 0.05], [-0.43, 0.27, 0.28], [-0.89, -0.90, 1.27], [0.14, 0.21, -0.43], [0.09, 0.14, -0.09], [-0.10, 0.11, -0.18], [0.38, 0.12, -0.10], [-0.20, -0.30, 0.28], [-0.37, 0.14, 0.04], [0.19, 0.02, 0.04], [-0.17, -0.12, 0.19], [0.26, 0.04, -0.06], [-0.26, -0.08, 0.08], [0.07, -0.01, -0.02], [-0.24, 0.11, -0.06], [0.01, 0.22, -0.39], [0.01, -0.11, 0.34]],
  "lumo_ev": -4.20,
  "e_above_lowest_kj_mol": 190.5,
  "homo_energy_ev": -11.02,
  "orbital_gap_ev": 6.83,
  "total_charge": 1
}